Entry from the Open Molecules 2025 dataset: a cluster of 7 separate species, C57H122N6O7 in total in a non-equilibrium geometry (wB97M-V/def2-TZVPD).

Values from the calculation:
- Structure (SMILES): CC1(C)CCCC(C)(C)N1O.CC1(C)CCCC(C)(C)N1O.CC1(C)CCCC(C)(C)N1O.CC1(C)CCCC(C)(C)N1O.CC1(C)CCCC(C)(C)N1O.CC1(C)CCCC(C)(C)N1O.CC(C)O
- Energy: -84349.045 eV

```
192
C57H122N6O7 | the Open Molecules 2025 dataset | wB97M-V/def2-TZVPD
C -3.30 -1.13 -4.65
C -2.26 -0.73 -5.72
C -1.75 0.67 -5.41
C -0.59 1.10 -6.47
C 0.54 0.04 -6.34
C 0.15 -1.51 -6.60
N -1.14 -1.76 -5.81
O -1.63 -3.07 -5.90
C 0.08 -1.71 -8.12
C 1.28 -2.36 -5.91
C -2.98 -0.72 -7.12
H -2.88 -0.76 -3.71
H -3.58 -2.18 -4.56
H -4.20 -0.52 -4.72
H -2.58 1.32 -5.68
H -1.54 0.83 -4.35
H -0.26 2.11 -6.22
H -0.90 1.12 -7.51
H 0.89 0.07 -5.31
H 1.35 0.40 -6.98
H -0.53 -0.91 -8.52
H 1.05 -1.55 -8.60
H -0.30 -2.69 -8.40
H 1.22 -2.31 -4.83
H 1.21 -3.44 -6.00
H 2.20 -1.92 -6.31
H -3.84 -0.05 -7.09
H -3.37 -1.72 -7.34
H -2.47 -0.40 -8.03
H -1.72 -3.33 -4.98
C 1.59 6.89 -3.42
C 1.37 6.73 -1.87
C 2.60 6.06 -1.22
C 2.69 6.11 0.27
C 2.47 7.49 0.86
C 1.26 8.25 0.26
N 1.20 8.10 -1.28
O 0.11 8.74 -1.75
C -0.02 7.81 0.96
C 1.43 9.74 0.73
C 0.07 5.87 -1.59
H 0.77 7.44 -3.89
H 1.74 5.94 -3.92
H 2.51 7.43 -3.65
H 2.64 5.03 -1.56
H 3.45 6.61 -1.64
H 3.63 5.63 0.54
H 2.05 5.32 0.68
H 3.32 8.16 0.75
H 2.31 7.37 1.93
H -0.87 8.25 0.44
H -0.04 6.72 0.95
H -0.02 8.12 2.01
H 2.19 10.26 0.15
H 0.59 10.40 0.55
H 1.55 9.94 1.80
H 0.17 5.18 -0.75
H -0.20 5.23 -2.43
H -0.79 6.51 -1.40
H 0.38 9.66 -1.77
C 7.47 -1.97 -2.24
C 7.14 -0.41 -2.25
C 6.79 -0.14 -0.74
C 6.64 1.35 -0.49
C 8.08 2.03 -0.79
C 8.63 1.74 -2.25
N 8.38 0.31 -2.69
O 8.83 0.11 -4.02
C 8.00 2.88 -3.13
C 10.13 1.97 -2.25
C 5.96 -0.19 -3.17
H 8.53 -2.19 -2.15
H 7.21 -2.43 -3.19
H 6.83 -2.49 -1.53
H 5.86 -0.57 -0.38
H 7.61 -0.57 -0.17
H 6.15 1.57 0.46
H 6.01 1.81 -1.24
H 8.86 1.77 -0.07
H 8.03 3.10 -0.61
H 6.92 3.04 -3.11
H 8.50 3.83 -2.92
H 8.23 2.75 -4.19
H 10.49 1.91 -3.28
H 10.40 2.97 -1.89
H 10.68 1.18 -1.74
H 6.11 -0.66 -4.14
H 5.90 0.89 -3.26
H 4.99 -0.44 -2.73
H 9.64 -0.37 -3.86
C 0.64 -6.93 -1.42
C -0.49 -7.99 -1.65
C -0.26 -9.12 -0.62
C -1.45 -10.07 -0.65
C -2.80 -9.34 -0.24
C -3.06 -8.04 -1.04
N -1.76 -7.32 -1.28
O -1.98 -6.10 -1.84
C -3.85 -8.40 -2.37
C -3.99 -7.24 -0.15
C -0.47 -8.50 -3.09
H 0.59 -6.12 -2.14
H 1.60 -7.39 -1.65
H 0.73 -6.39 -0.47
H 0.65 -9.67 -0.86
H -0.24 -8.66 0.37
H -1.34 -10.83 0.12
H -1.42 -10.51 -1.65
H -2.63 -9.10 0.81
H -3.61 -10.07 -0.28
H -3.31 -9.09 -3.01
H -4.79 -8.91 -2.16
H -4.10 -7.45 -2.82
H -3.45 -6.94 0.75
H -4.30 -6.33 -0.67
H -4.93 -7.70 0.14
H 0.47 -8.96 -3.38
H -0.60 -7.68 -3.79
H -1.25 -9.18 -3.43
H -1.74 -5.46 -1.18
C -0.19 -1.18 6.73
C 0.73 -0.05 7.30
C 2.18 -0.42 6.88
C 3.14 0.76 6.68
C 2.56 1.82 5.82
C 1.19 2.33 6.30
N 0.24 1.26 6.64
O -0.92 1.74 7.25
C 1.42 3.39 7.42
C 0.60 3.18 5.19
C 0.72 0.01 8.85
H -0.08 -1.35 5.66
H -1.26 -0.98 6.80
H 0.04 -2.10 7.27
H 2.61 -0.84 7.78
H 2.25 -1.26 6.19
H 4.16 0.44 6.46
H 3.25 1.25 7.64
H 2.59 1.48 4.78
H 3.24 2.66 5.96
H 2.05 4.19 7.03
H 0.54 3.90 7.81
H 1.82 2.93 8.32
H 1.22 4.04 4.92
H 0.40 2.57 4.31
H -0.39 3.54 5.47
H 0.68 -1.01 9.23
H -0.17 0.50 9.25
H 1.51 0.63 9.27
H -1.50 1.34 6.60
C -10.42 0.03 3.87
C -8.91 -0.29 3.63
C -8.82 -0.78 2.19
C -7.37 -0.90 1.67
C -6.64 0.40 1.88
C -6.63 0.95 3.30
N -8.05 0.91 3.78
O -8.23 1.52 4.98
C -5.69 0.05 4.11
C -6.08 2.38 3.19
C -8.50 -1.47 4.56
H -11.02 -0.88 3.80
H -10.77 0.74 3.11
H -10.55 0.53 4.83
H -9.43 -1.67 2.03
H -9.22 0.02 1.56
H -7.24 -1.06 0.60
H -6.88 -1.71 2.22
H -7.21 1.09 1.25
H -5.67 0.23 1.42
H -4.64 0.32 4.00
H -5.83 0.29 5.17
H -5.88 -1.01 3.93
H -5.11 2.50 2.71
H -6.80 3.05 2.70
H -5.93 2.88 4.15
H -7.89 -1.17 5.41
H -8.04 -2.33 4.07
H -9.38 -1.90 5.04
H -7.76 0.88 5.53
C 1.08 0.40 0.09
C 0.81 -1.12 -0.04
C 0.45 -1.73 1.30
O -0.28 -1.43 -0.87
H 1.23 0.92 -0.85
H 1.99 0.66 0.62
H 0.23 0.83 0.63
H 1.59 -1.62 -0.61
H 1.22 -1.56 2.05
H 0.23 -2.80 1.28
H -0.41 -1.18 1.69
H -0.29 -0.95 -1.70
```